Version one
Computed, not measured: 2 unconnected molecules or ions with the total composition C3H4OS2, with ωB97M-V/def2-TZVPD.

Its SMILES is CC=C=S.O=S.

CARTESIAN COORDINATES (ANGSTROEM)
C  1.65194  0.19454  0.09102
C  0.23040  -0.22673  -0.14627
C  -0.22173  -1.43790  -0.05450
S  -0.77630  -2.89441  0.03895
H  1.71111  0.72881  1.03939
H  1.96424  0.86656  -0.70457
H  2.30592  -0.67045  0.12818
H  -0.47276  0.56831  -0.36976
O  -2.46590  1.50694  -0.10282
S  -3.92691  1.36435  0.08038

Listed below, in e, are the natural (NBO) charges computed for each atom:
1 C -0.604
2 C -0.393
3 C -0.041
4 S 0.111
5 H 0.218
6 H 0.219
7 H 0.217
8 H 0.270
9 O -0.696
10 S 0.699

---

Version two
Computed, not measured: a molecular structure, C3H4OS2, with ωB97M-V/def2-TZVPD.

CARTESIAN COORDINATES (ANGSTROEM)
C  0.06898  -1.19951  -0.88785
C  -0.14962  -1.11940  0.43328
C  0.86068  1.28493  0.22518
O  0.10663  2.35430  0.07920
S  0.77500  0.11965  -1.74093
S  0.51139  0.11891  1.54500
H  -0.32543  -1.82654  -1.65982
H  -0.75256  -1.81373  1.07497
H  1.86283  1.66008  0.13986
H  -0.65199  2.31595  0.64686

Listed below, in e, are the natural (NBO) charges computed for each atom:
1 C -0.393
2 C -0.409
3 C 0.014
4 O -0.675
5 S 0.067
6 S 0.241
7 H 0.246
8 H 0.231
9 H 0.191
10 H 0.486

---

Stability verdict: version two, ahead by 0.0442 hartree